# 1
Below is C20H26N4O2 in the gas phase, with properties calculated with ωB97M-V/def2-TZVPD.

XYZ file:
```
52
Properties=species:S:1:pos:R:3
C 3.069 -1.942 4.485
C 2.782 -1.726 3.004
C 3.103 -2.973 2.182
H 4.158 -3.212 2.329
H 2.523 -3.822 2.547
C 2.834 -2.807 0.679
N 1.599 -3.457 0.267
C 0.413 -2.804 0.782
H -0.472 -3.236 0.317
H 0.406 -1.719 0.617
H 0.349 -2.987 1.855
C 1.555 -3.780 -1.140
H 2.347 -4.512 -1.332
C 1.754 -2.625 -2.149
N 0.695 -1.648 -2.115
C 0.869 -0.405 -1.612
O 1.951 -0.028 -1.180
C -0.351 0.421 -1.647
C -1.462 0.230 -2.444
C -2.356 1.269 -2.155
C -1.767 2.076 -1.170
N -0.546 1.552 -0.884
C 0.410 2.060 0.064
H 0.015 1.996 1.081
H 1.318 1.462 -0.006
H 0.662 3.094 -0.171
C -2.453 3.226 -0.648
C -2.004 4.090 0.357
C -2.758 5.169 0.765
C -3.993 5.424 0.182
C -4.468 4.587 -0.802
C -3.720 3.488 -1.225
N -4.237 2.671 -2.201
C -3.655 1.536 -2.728
O -4.229 0.882 -3.578
H -5.148 2.909 -2.574
H -5.430 4.772 -1.259
H -4.580 6.272 0.501
H -2.384 5.818 1.542
H -1.056 3.921 0.835
H -1.629 -0.529 -3.182
H -0.227 -1.946 -2.390
H 2.680 -2.091 -1.931
H 1.817 -3.052 -3.155
H 0.596 -4.266 -1.341
H 3.640 -3.286 0.119
H 2.834 -1.735 0.425
H 3.386 -0.893 2.636
H 1.733 -1.452 2.878
H 2.464 -2.757 4.877
H 2.846 -1.043 5.056
H 4.117 -2.193 4.638
```

Values from the calculation:
Kohn-Sham gap, eV: 8.46
Spin multiplicity: 1
HOMO level, eV: -8.031
E_LUMO, eV: 0.428
SMILES string: CCCCN(C)CCNC(=O)c1cc2c(=O)[nH]c3ccccc3c2n1C

---

# 2
Below is 2 unconnected molecules or ions with the total composition C6H11ClO at a distorted geometry, with properties calculated with ωB97M-V/def2-TZVPD.

XYZ file:
```
19
Properties=species:S:1:pos:R:3
C 0.009 -0.321 3.320
C 0.341 -0.809 1.912
C -0.683 1.468 -0.771
C -1.046 -1.025 -1.785
C 1.193 0.044 -1.397
C -0.243 0.134 -1.334
O -0.022 0.510 2.167
Cl 2.151 -0.904 1.619
H -0.966 -0.651 3.619
H 0.773 -0.143 3.974
H 0.045 1.830 -0.092
H -1.650 1.480 -0.318
H -0.833 2.169 -1.518
H -0.909 -1.138 -2.778
H -0.720 -1.784 -1.238
H -2.105 -0.807 -1.486
H 1.595 -0.133 -0.389
H 1.670 0.909 -1.515
H 1.400 -0.830 -1.992
```

Values from the calculation:
Kohn-Sham gap (spin up / spin down), eV: 9.94 / 4.73
Spin multiplicity: 1
HOMO level (spin up / spin down), eV: -8.996 / -6.439
E_LUMO (spin up / spin down), eV: 0.946 / -1.707

---

# 3
Below is C11H14N2O3 in the gas phase at a distorted geometry, with properties calculated with ωB97M-V/def2-TZVPD.

XYZ file:
```
30
Properties=species:S:1:pos:R:3
C 2.539 0.591 -0.946
C 1.661 -0.614 -0.657
C -0.585 -1.524 -0.903
C -1.116 -2.366 -2.056
C -1.743 -0.812 -0.181
C -1.245 0.089 0.918
C -0.732 -0.442 2.092
C -1.256 1.476 0.759
C -0.233 0.391 3.100
C -0.750 2.313 1.756
C -0.241 1.777 2.928
H 2.307 2.479 -1.743
H 1.313 2.162 -0.473
H 3.203 0.334 -1.792
H 3.154 0.752 -0.093
H 0.253 0.230 -1.804
H -0.131 -2.226 -0.219
H -2.436 -1.578 0.197
H -2.317 -0.217 -0.939
H -0.711 -1.520 2.196
H -1.657 1.906 -0.147
H 0.177 -0.064 3.983
H -0.753 3.378 1.615
H 0.150 2.411 3.728
H -0.634 -3.166 -3.683
N 1.723 1.758 -1.322
N 0.462 -0.613 -1.299
O 2.035 -1.505 0.102
O -2.227 -2.831 -2.100
O -0.208 -2.571 -3.020
```

Values from the calculation:
Kohn-Sham gap, eV: 10.03
Spin multiplicity: 1
HOMO level, eV: -9.344
E_LUMO, eV: 0.690
SMILES string: NCC(=O)N[C@@H](Cc1ccccc1)C(=O)O

---

Computed values of relative energy (zero: lowest compared OMol25 entry of this formula, charge and spin) (unit: eV) for the preceding records, in sequence: 0.782, 6.793, 0.318.